DFT (wB97M-V/def2-TZVPD) results for a structure of composition C31H42N3NiO3PS5Sb2 at a distorted geometry.

**Lowest unoccupied orbital energy (spin up / spin down)**: -0.565 / -1.426 eV
**Frontier orbital gap (spin up / spin down)**: 6.21 / 5.58 eV
**F_max**: 0.0257 Eh/bohr
**E_HOMO (spin up / spin down)**: -6.8 / -7.0 eV

ORCA input file:
```
! wB97M-V def2-TZVPD RIJCOSX def2/J DEFGRID3
* xyz 0 3
Ni 0.358 0.489 -0.485
S 1.726 3.263 6.078
C 1.333 2.512 4.683
S -0.030 2.967 3.704
C 0.209 1.805 2.411
C 1.293 0.961 2.563
S 1.708 -0.255 1.456
S 2.241 1.187 4.015
S -0.875 1.738 1.117
C -3.620 -3.332 3.415
Sb -1.956 -2.136 2.713
C -1.043 -2.040 4.679
C -0.745 -3.882 2.095
C -1.518 -4.712 1.137
C -2.397 -5.667 1.657
C -3.252 -6.396 0.852
C -3.248 -6.183 -0.516
C -2.350 -5.281 -1.056
C -1.456 -4.555 -0.264
C -0.428 -3.739 -0.982
Sb -0.773 -1.585 -1.190
C -2.935 -1.642 -1.200
C -0.560 -1.745 -3.346
H -3.284 -4.065 4.150
H -4.073 -3.849 2.570
H -4.366 -2.684 3.873
H -1.184 -2.990 5.192
H -1.511 -1.244 5.259
H 0.020 -1.828 4.582
H -0.553 -4.420 3.022
H 0.194 -3.496 1.698
H -2.415 -5.822 2.729
H -3.923 -7.123 1.293
H -3.918 -6.737 -1.161
H -2.311 -5.145 -2.132
H -0.394 -4.065 -2.020
H 0.570 -3.848 -0.558
H -3.309 -1.907 -2.189
H -3.350 -0.683 -0.891
H -3.255 -2.405 -0.489
H -1.428 -2.262 -3.757
H 0.341 -2.323 -3.547
H -0.439 -0.771 -3.820
C 2.641 0.434 -5.488
C 2.317 0.914 -4.088
O 2.250 -0.224 -3.231
P 2.201 -0.053 -1.615
O 3.666 0.590 -1.399
C 3.886 1.718 -0.531
C 5.317 2.172 -0.724
O 2.402 -1.612 -1.243
C 3.677 -2.260 -1.080
C 4.216 -2.788 -2.396
H 2.831 1.285 -6.142
H 1.815 -0.151 -5.893
H 3.530 -0.195 -5.458
H 1.358 1.445 -4.074
H 3.088 1.602 -3.729
H 3.706 1.426 0.503
H 3.179 2.512 -0.786
H 5.997 1.352 -0.495
H 5.534 3.008 -0.059
H 5.487 2.484 -1.755
H 3.502 -3.071 -0.372
H 4.382 -1.561 -0.631
H 3.571 -3.570 -2.797
H 5.213 -3.201 -2.242
H 4.272 -1.977 -3.121
N -5.464 2.741 -9.082
C -4.828 2.750 -8.125
C -4.018 2.751 -6.945
C -3.708 3.946 -6.299
C -2.891 3.939 -5.185
C -2.371 2.739 -4.713
C -2.698 1.541 -5.341
C -3.522 1.545 -6.449
N -1.484 2.733 -3.612
C -0.518 3.677 -3.328
C 0.181 3.193 -2.267
N -0.330 1.975 -1.894
C -1.320 1.727 -2.714
H -4.114 4.877 -6.670
H -2.668 4.864 -4.671
H -2.292 0.608 -4.971
H -3.774 0.620 -6.947
H -0.403 4.580 -3.901
H 1.009 3.642 -1.745
H -1.973 0.871 -2.660
*
```

---

DFT (wB97M-V/def2-TZVPD) results for a structure of composition C35H30MnNO3S2.

**Lowest unoccupied orbital energy (spin up / spin down)**: 2.712 / 2.712 eV
**Frontier orbital gap (spin up / spin down)**: 6.92 / 6.86 eV
**F_max**: 0.0137 Eh/bohr
**E_HOMO (spin up / spin down)**: -4.2 / -4.1 eV

ORCA input file:
```
! wB97M-V def2-TZVPD RIJCOSX def2/J DEFGRID3
* xyz -1 2
Mn -0.322 -0.610 0.100
O 1.448 -0.687 -0.570
C 2.031 0.184 -1.470
C 0.969 1.153 -2.032
C 0.409 2.023 -0.951
C 0.804 3.345 -0.780
C 0.298 4.059 0.288
C -0.616 3.457 1.134
C -0.989 2.140 0.895
C -1.990 1.421 1.740
C -1.353 0.389 2.696
O -0.635 -0.550 1.978
C -0.449 1.128 3.687
C 0.885 0.762 3.806
C 1.736 1.445 4.671
C 1.264 2.506 5.429
C -0.073 2.875 5.324
C -0.917 2.189 4.463
C -2.502 -0.351 3.415
C -2.583 -0.499 4.794
C -3.605 -1.244 5.380
C -4.560 -1.862 4.591
C -4.476 -1.742 3.207
C -3.458 -1.002 2.630
N -0.456 1.445 -0.116
C 2.673 -0.637 -2.602
C 3.733 -1.483 -2.274
C 4.328 -2.290 -3.227
C 3.870 -2.274 -4.542
C 2.813 -1.448 -4.880
C 2.220 -0.636 -3.915
C 3.105 1.035 -0.775
C 4.057 1.753 -1.495
C 4.947 2.602 -0.851
C 4.895 2.748 0.531
C 3.951 2.032 1.256
C 3.068 1.178 0.607
H 0.160 0.540 -2.436
H 1.384 1.781 -2.824
H 1.524 3.777 -1.462
H 0.612 5.082 0.460
H -1.041 3.985 1.978
H -2.643 0.875 1.060
H -2.603 2.144 2.284
H 1.233 -0.071 3.210
H 2.774 1.142 4.751
H 1.926 3.040 6.099
H -0.459 3.697 5.916
H -1.960 2.479 4.399
H -1.841 -0.035 5.431
H -3.644 -1.343 6.458
H -5.353 -2.444 5.044
H -5.197 -2.242 2.571
H -3.385 -0.961 1.550
H 4.077 -1.506 -1.246
H 5.148 -2.941 -2.947
H 4.333 -2.905 -5.292
H 2.437 -1.434 -5.896
H 1.385 -0.014 -4.203
H 4.105 1.642 -2.574
H 5.683 3.150 -1.427
H 5.586 3.412 1.036
H 3.891 2.145 2.333
H 2.324 0.618 1.158
C -5.575 -1.183 -1.278
O -4.261 -1.728 -1.263
C -3.218 -0.904 -1.459
S -3.422 0.737 -1.626
S -1.741 -1.793 -1.371
H -6.230 -2.040 -1.137
H -5.784 -0.683 -2.223
H -5.700 -0.462 -0.471
*
```

---

DFT (wB97M-V/def2-TZVPD) results for a cluster of 4 separate species, C18H28BrF4N2O9 in total.

**Lowest unoccupied orbital energy**: -3.382 eV
**Frontier orbital gap**: 9.12 eV
**F_max**: 0.0152 Eh/bohr
**E_HOMO**: -12.5 eV

ORCA input file:
```
! wB97M-V def2-TZVPD RIJCOSX def2/J DEFGRID3
* xyz 1 1
F -0.798 0.458 -0.672
C 0.298 1.094 -0.194
F 1.278 1.047 -1.129
C 0.800 0.356 1.093
F -0.229 -0.362 1.602
F 1.778 -0.525 0.735
C 1.370 1.320 2.161
C 0.776 1.077 3.538
N 1.407 1.891 4.583
C 2.410 2.842 4.098
C 3.426 2.224 3.144
Br 3.979 3.542 1.837
N 2.833 1.080 2.362
H 0.043 2.137 -0.005
H 1.231 2.333 1.798
H -0.303 1.152 3.533
H 0.989 0.025 3.762
H 0.674 2.432 5.018
H 1.937 3.677 3.577
H 2.947 3.284 4.930
H 4.310 1.857 3.647
H 3.344 0.948 1.488
H 2.884 0.231 2.932
C 2.349 -2.303 -3.831
C 3.569 -1.454 -4.118
C 3.313 0.018 -4.347
O 4.419 0.392 -5.172
C 4.796 -0.714 -5.873
O 5.551 -0.712 -6.779
O 4.173 -1.814 -5.372
H 1.451 -1.877 -4.281
H 2.480 -3.304 -4.237
H 2.183 -2.384 -2.757
H 4.325 -1.597 -3.340
H 3.302 0.611 -3.435
H 2.391 0.193 -4.907
C -2.593 0.894 -3.113
C -3.535 0.181 -4.059
C -3.262 0.359 -5.536
O -4.561 0.169 -6.104
C -5.475 0.544 -5.171
O -6.629 0.692 -5.373
O -4.865 0.721 -3.967
H -2.165 1.785 -3.575
H -3.124 1.207 -2.215
H -1.778 0.237 -2.828
H -3.598 -0.881 -3.806
H -2.559 -0.362 -5.947
H -2.927 1.372 -5.774
C -4.238 -2.390 4.254
C -2.782 -1.981 4.276
C -1.873 -2.795 5.167
O -0.834 -1.845 5.479
C -1.389 -0.616 5.428
O -0.864 0.377 5.826
O -2.610 -0.665 4.861
H -4.533 -2.871 5.187
H -4.875 -1.519 4.114
H -4.424 -3.090 3.441
H -2.383 -1.934 3.259
H -1.453 -3.674 4.685
H -2.357 -3.086 6.100
*
```